DFT (the ωB97M-V functional and the def2-TZVPD basis) results for 10 unconnected molecules or ions with the total composition C24H71ClN5O13.

```
114
Properties=species:S:1:pos:R:3:forces:R:3:lowdin_charge:R:1
Cl 1.681845 -0.367149 0.087657 2.79 -0.82 -2.13 0.5625
O 1.471820 -1.403797 1.066721 0.05 0.00 -0.08 -0.3769
O 2.348599 -0.869674 -1.124338 -0.95 -1.08 0.47 -0.4158
O 0.489828 0.262980 -0.270422 -3.29 0.59 -0.54 -0.3683
O 2.564551 0.643463 0.527398 1.42 1.34 2.24 -0.3886
O 5.763254 -1.865632 1.663973 0.31 0.14 0.21 -0.0588
H 4.992601 -1.432438 1.296980 -0.33 0.22 -0.23 0.0239
H 5.498101 -2.779467 1.768026 -0.10 -0.39 0.08 0.0050
O 3.707265 1.539088 -4.079717 0.13 0.06 -0.42 -0.0572
H 3.225351 0.965896 -3.483528 -0.15 -0.29 0.35 0.0258
H 3.672552 2.400869 -3.664544 -0.05 0.20 0.17 0.0187
C -3.003754 2.403916 4.112528 0.33 0.60 1.28 -0.0768
C -3.843353 1.140322 4.463364 0.03 0.96 -1.94 -0.3771
C -5.372286 1.377394 4.288575 -0.27 1.22 0.47 -0.1733
O -5.870909 2.441211 5.166976 0.33 -0.93 -0.92 -0.2116
C -7.295446 2.534857 5.124162 1.23 1.97 0.91 -0.1274
N -3.373553 0.125974 3.488493 -1.26 -0.68 1.08 0.0247
H -3.059117 3.196856 4.858365 -0.27 0.02 0.25 0.0632
H -3.123673 2.921048 3.160530 -0.82 -0.57 -0.27 0.0761
H -1.945694 2.142702 4.092913 0.08 -0.34 0.18 0.0658
H -3.705855 0.835131 5.500686 0.41 -0.05 -0.03 0.1266
H -6.039312 0.544289 4.510202 0.54 -0.68 -0.14 0.1128
H -5.576539 1.713772 3.272103 0.10 -0.14 -0.35 0.1173
H -7.715465 3.007862 4.236506 0.08 -1.30 -1.10 0.0819
H -7.446819 3.445147 5.704292 -0.32 -0.39 1.14 0.0795
H -7.775998 1.661302 5.564712 -0.27 0.06 -0.40 0.0891
H -4.009148 0.033601 2.709013 0.35 0.02 -0.15 0.0604
H -2.405618 0.205067 3.211071 -0.26 0.20 -0.07 0.0674
C -0.293514 -4.763465 -5.409237 0.20 0.73 -2.30 -0.0808
C 0.317239 -4.407109 -4.095317 -1.04 0.51 0.73 -0.4615
C -0.744398 -4.463515 -3.020310 -0.35 -0.21 0.81 -0.2128
O -0.966421 -5.834833 -2.710365 -1.45 -0.03 1.69 -0.1956
C -2.103524 -6.104232 -1.829086 -0.69 -0.47 -1.39 -0.0840
N 1.452691 -5.251981 -3.807505 -0.02 -0.27 0.46 0.0547
H -0.716938 -5.750351 -5.595919 0.49 -0.39 0.77 0.0802
H 0.479130 -4.586338 -6.157412 0.14 -0.40 -0.24 0.0729
H -1.099126 -4.129427 -5.779496 -0.16 0.54 0.62 0.0711
H 0.667582 -3.381011 -3.983604 -0.02 0.26 -0.99 0.1459
H -1.679877 -4.008751 -3.346146 -0.12 0.09 -0.27 0.1196
H -0.422995 -3.889711 -2.151086 0.13 -0.16 0.39 0.1288
H -2.849550 -5.343064 -1.600674 0.91 1.26 -0.04 0.0786
H -1.925006 -6.609922 -0.880143 0.86 0.02 -0.20 0.0781
H -2.786826 -6.716628 -2.417452 0.29 -0.80 -0.06 0.0733
H 1.880649 -4.829070 -2.996275 0.59 0.10 0.16 0.0749
H 1.009474 -6.065441 -3.405086 0.28 -0.76 -0.08 0.0574
C 2.829144 -5.515332 3.772318 0.21 -0.11 -1.36 -0.0412
C 4.069559 -6.176908 3.060992 -2.68 -3.06 1.18 -0.4301
C 3.636975 -6.829675 1.670116 0.94 3.27 -0.92 -0.1903
O 4.587038 -7.634464 1.020880 0.69 -2.16 0.92 -0.1999
C 4.192844 -8.130848 -0.243975 0.22 0.79 -0.34 -0.1150
N 5.261983 -5.427816 3.061713 1.51 0.69 -1.44 0.0426
H 2.055232 -5.311400 3.032333 0.01 0.37 -0.16 0.0647
H 3.068350 -4.568765 4.256957 0.11 -0.16 0.07 0.0700
H 2.336591 -6.209209 4.453517 0.38 0.04 0.25 0.0664
H 4.192373 -7.087491 3.647389 0.36 -0.39 0.47 0.1105
H 3.709469 -5.984431 0.985708 -1.21 0.87 -0.03 0.1198
H 2.622493 -7.227116 1.638994 0.03 -0.26 0.52 0.1239
H 3.339367 -8.806923 -0.295045 -0.13 -0.23 0.71 0.0815
H 5.046570 -8.622490 -0.710394 0.05 -0.02 0.28 0.0860
H 3.918592 -7.299934 -0.893931 -0.01 0.32 -0.16 0.0813
H 5.659150 -5.130616 3.941514 -0.83 0.05 0.44 0.0838
H 5.968188 -6.063960 2.720116 0.36 0.13 -0.50 0.0760
C -0.461238 6.603369 -5.560592 -0.11 0.49 0.05 -0.0793
C 0.557397 6.523572 -4.430451 -0.76 -0.58 -1.46 -0.4339
C 0.726007 5.042483 -4.067569 0.98 0.47 1.00 -0.1864
O 1.689312 4.972100 -3.033403 1.58 -0.83 -1.23 -0.2136
C 1.313632 5.408055 -1.783388 -0.71 -0.29 0.45 -0.1259
N 1.792418 7.169554 -4.923169 0.40 -0.43 0.91 0.0419
H -0.056441 6.049097 -6.407366 -0.04 0.10 -0.20 0.0759
H -0.594186 7.651142 -5.830030 -0.01 -0.06 -0.25 0.0732
H -1.446402 6.188962 -5.346541 0.07 -0.09 0.30 0.0743
H 0.251293 7.120394 -3.571262 -0.19 -0.17 0.03 0.1258
H 1.127112 4.481066 -4.911390 0.24 0.15 -0.13 0.1296
H -0.122994 4.448227 -3.729716 -0.77 0.56 -0.05 0.1262
H 2.063827 5.044982 -1.080916 -0.08 0.22 0.05 0.0979
H 0.354496 4.946514 -1.548558 -0.26 0.00 0.48 0.0918
H 1.189836 6.489768 -1.731744 0.16 0.23 0.18 0.0780
H 2.485060 6.956998 -4.219491 0.23 0.51 0.81 0.0593
H 2.259792 6.653979 -5.655195 -0.69 -0.34 -0.92 0.0686
C -6.550620 1.761733 -2.145412 -0.29 0.02 -0.49 -0.0627
C -5.519639 0.703447 -2.514477 2.25 1.15 -0.17 -0.3887
C -4.679690 0.976772 -3.813767 -0.74 -1.09 0.74 -0.2196
O -5.445082 0.634079 -4.940434 -0.56 0.00 -0.77 -0.1870
C -4.883885 1.021327 -6.180943 -0.23 0.26 0.01 -0.1111
N -4.529742 0.679841 -1.404572 0.35 -0.23 -0.01 0.0195
H -6.921469 2.311396 -3.010534 -0.45 -0.51 -0.25 0.0733
H -6.133756 2.576316 -1.553147 0.33 -0.29 0.31 0.0685
H -7.350917 1.293292 -1.572525 -0.17 0.29 -0.12 0.0747
H -5.902217 -0.308491 -2.647615 -0.41 0.16 0.19 0.1319
H -3.851266 0.269436 -3.775098 0.40 -0.01 0.10 0.1175
H -4.251390 1.979072 -3.807054 -0.23 0.41 -0.27 0.1251
H -5.537868 0.827305 -7.031098 -0.80 0.12 0.48 0.0801
H -4.015942 0.452655 -6.514698 0.67 0.10 0.74 0.0842
H -4.716911 2.095306 -6.098632 0.50 0.09 -0.52 0.0853
H -3.612635 0.480909 -1.777986 0.22 -0.99 -0.12 0.0543
H -4.300972 1.600596 -1.058182 -0.82 0.50 0.18 0.0564
C 3.362068 5.996474 3.708923 0.85 -0.18 -0.47 -0.0956
C 4.698246 5.300418 3.298557 -0.84 0.92 1.88 -0.2756
O 5.482604 4.916441 4.454839 -0.42 -0.51 -0.63 -0.0992
H 2.716919 5.449199 4.396213 0.23 -0.42 -0.16 0.0700
H 2.838808 6.141143 2.763738 -0.32 0.29 0.14 0.0645
H 3.560537 6.958099 4.182203 0.02 0.18 -0.14 0.0610
H 5.306523 6.046288 2.786928 -0.18 -0.25 -0.69 0.1000
H 4.410644 4.438772 2.696102 0.72 -0.12 0.11 0.1117
H 5.358602 5.583945 5.133547 -0.06 0.07 -0.04 0.0636
C 2.210373 -0.463571 6.197830 0.09 0.72 -1.57 -0.0841
C 3.257902 0.462315 5.523102 0.15 -1.12 0.53 -0.3146
O 4.497772 -0.192973 5.375761 0.86 -0.32 0.35 -0.0893
H 2.480082 -1.061289 7.068510 0.39 0.54 0.07 0.0664
H 1.939405 -1.156410 5.401179 -0.41 -0.21 0.20 0.0638
H 1.381850 0.220049 6.383096 -0.42 -0.43 0.32 0.0615
H 3.417184 1.340419 6.148935 0.03 0.23 -0.24 0.0999
H 2.943897 0.704032 4.507677 -0.60 0.52 0.29 0.1148
H 4.645932 -0.450971 4.463027 -0.08 0.03 -0.06 0.0760
```
Forces are in eV/Å.

Results
Electronic energy ... -2668.65606 a.u.
F_max ... 4.24 eV/Å
LUMO ... 2.0 eV
Total charge ... -1
Kohn-Sham gap ... 0.3000 Ha
HOMO level ... -6.1 eV